Entry 1:
The following is a DFT calculation (ωB97M-V/def2-TZVPD) of a 2-piece molecular cluster, C5H15NO overall at a distorted geometry.

Last column: Mulliken charge in e.
Element x y z (Å)
C (-0.784, -1.360, -1.416)  -0.98
C (0.215, -1.570, -0.289)  -0.55
N (0.631, -0.306, 0.356)  0.33
C (-0.286, 0.166, 1.370)  -1.20
C (1.975, 0.061, 0.623)  -0.58
C (2.322, 1.530, 0.252)  -1.16
H (-1.127, -0.317, -1.308)  0.26
H (-1.681, -1.972, -1.423)  0.31
H (-0.381, -1.341, -2.428)  0.31
H (1.090, -2.087, -0.688)  0.32
H (-0.193, -2.098, 0.572)  0.33
H (-1.323, 0.059, 1.059)  0.34
H (-0.178, -0.571, 2.200)  0.41
H (-0.129, 1.184, 1.713)  0.28
H (2.162, -0.079, 1.715)  0.28
H (2.772, -0.485, 0.106)  0.35
H (1.884, 2.217, 0.980)  0.28
H (1.886, 1.789, -0.709)  0.30
H (3.393, 1.728, 0.207)  0.38
O (-3.975, 1.359, -0.667)  -0.64
H (-4.328, 0.470, -0.631)  0.31
H (-3.947, 1.624, -1.595)  0.31

Computed properties:
Spin multiplicity: 1
E_tot in eV: -8964.784
LUMO in eV: 0.82
SMILES string: CCN(C)CC.O
Energy above the lowest of the compared OMol25 structures with the same formula, charge and spin in kJ/mol: 151.92

---

Entry 2:
The following is a DFT calculation (ωB97M-V/def2-TZVPD) of a 2-piece molecular cluster, C5H15NO overall at a distorted geometry.

Last column: Mulliken charge in e.
Element x y z (Å)
C (-0.584, 0.028, -1.972)  -1.31
C (0.268, -0.339, -0.735)  0.60
C (-0.663, -0.889, 0.308)  -1.88
N (0.998, 0.864, -0.119)  0.07
C (2.434, 0.898, -0.534)  -1.15
C (0.322, 2.111, 0.132)  -0.98
H (-0.528, 1.061, -2.333)  0.31
H (-0.148, -0.570, -2.821)  0.28
H (-1.559, -0.223, -1.673)  0.39
H (1.116, -1.198, -0.776)  0.36
H (-1.102, -1.823, 0.028)  0.46
H (-1.349, -0.116, 0.736)  0.26
H (0.017, -0.931, 1.064)  0.56
H (2.567, 1.340, -1.511)  0.38
H (3.023, 0.086, -0.237)  0.34
H (2.747, 1.881, -0.137)  0.36
H (-0.696, 1.888, 0.348)  0.33
H (0.778, 2.601, 0.962)  0.35
H (0.243, 2.906, -0.744)  0.26
O (-2.458, -3.117, 3.077)  -0.61
H (-2.242, -3.835, 3.721)  0.32
H (-3.184, -2.625, 3.215)  0.29

Computed properties:
Spin multiplicity: 1
E_tot in eV: -8963.185
LUMO in eV: 0.93
SMILES string: CC(C)N(C)C.O
Energy above the lowest of the compared OMol25 structures with the same formula, charge and spin in kJ/mol: 306.21